A 4-piece molecular cluster, C18H42ClO7PS2 overall in a non-equilibrium geometry, computed with ωB97M-V/def2-TZVPD.

SMILES string: O=CO[C@H](CCCCS(=O)(=O)Cl)[PH2]=S.CCOCC.CCOCC.CCOCC
HOMO-LUMO gap, eV: 8.18
HOMO energy, eV: -9.100
E, Eh: -2835.46683

Atoms and positions in Å:
O 5.6590 -4.2698 4.4017
C 4.5001 -3.9177 4.1599
O 3.9965 -3.5134 2.8948
C 4.4989 -2.2091 2.4981
C 3.9839 -0.9806 3.3892
C 2.5684 -1.1999 4.0941
C 1.2994 -0.8853 3.1646
C 0.0471 -1.6763 3.8048
S -1.3432 -1.9550 2.6046
O -1.8520 -3.3482 2.8210
O -2.4355 -0.9757 2.9780
Cl -0.7935 -1.6918 0.6207
P 4.1615 -1.8847 0.6439
S 4.8788 -0.1892 0.0099
H 3.7446 -3.8967 5.0291
H 5.6479 -2.2665 2.5859
H 4.8155 -0.6699 4.1190
H 3.8581 -0.0716 2.6899
H 2.4090 -2.2276 4.5519
H 2.5285 -0.4563 4.9746
H 1.1005 0.2324 3.1838
H 1.5153 -1.2106 2.0935
H -0.3478 -1.0149 4.6588
H 0.3245 -2.6690 4.2807
H 4.7854 -2.9225 -0.1299
H 2.7318 -2.0212 0.4549
C -4.1505 0.0764 -2.2598
C -3.3303 0.6005 -1.0925
O -2.1429 1.2738 -1.4869
C -2.3091 2.4234 -2.3082
C -3.1406 3.5169 -1.6582
H -3.5508 -0.6020 -2.8746
H -5.0288 -0.4627 -1.8958
H -4.4992 0.8823 -2.9080
H -3.0152 -0.2446 -0.4765
H -3.9343 1.2449 -0.4459
H -2.7254 2.1368 -3.2799
H -1.3058 2.8117 -2.5056
H -4.1582 3.1846 -1.4444
H -3.2036 4.3884 -2.3144
H -2.6923 3.8248 -0.7115
C 0.6062 5.5353 3.2326
C 1.3507 4.5273 2.3730
O 1.0014 3.1779 2.6491
C -0.3636 2.8274 2.4572
C -0.8516 3.0357 1.0342
H 0.7840 5.3375 4.2940
H 0.9398 6.5507 3.0033
H -0.4719 5.4939 3.0688
H 2.4210 4.6175 2.5722
H 1.2160 4.7428 1.3085
H -0.9949 3.3650 3.1728
H -0.4496 1.7660 2.7077
H -0.7952 4.0835 0.7315
H -1.8904 2.7141 0.9388
H -0.2421 2.4598 0.3327
C -0.5062 -1.0484 -4.4668
C -0.8395 -2.5113 -4.2244
O -2.0154 -2.9437 -4.8944
C -2.0074 -2.8401 -6.3116
C -0.9035 -3.6472 -6.9729
H -1.3401 -0.4103 -4.1588
H 0.3837 -0.7617 -3.9005
H -0.3105 -0.8439 -5.5209
H -1.0185 -2.6586 -3.1564
H 0.0049 -3.1564 -4.4872
H -1.9609 -1.7881 -6.6128
H -2.9749 -3.2162 -6.6555
H 0.0891 -3.3088 -6.6697
H -0.9697 -3.5613 -8.0600
H -0.9867 -4.7027 -6.6998

Here are the Mulliken charges for atoms 1 to 2, given in e: O -0.46; C 0.22

***

C18H42F2N7O11P2Ti as an isolated structure in a non-equilibrium geometry, computed with ωB97M-V/def2-TZVPD.

Spin multiplicity: 5
Net charge: -1
HOMO-LUMO gap (alpha / beta), eV: 3.22 / 8.04
HOMO energy (alpha / beta), eV: -1.001 / -5.832
E, Eh: -3653.77106
⟨S²⟩: 6.00

Atoms and positions in Å:
Ti 0.4880 11.7511 7.2834
N 1.5495 10.3150 5.1269
O 2.3245 10.7787 5.9750
O 1.7397 9.2503 4.4526
O 0.5185 10.9744 4.9689
C 3.8083 6.7844 3.0970
C 3.5666 5.2581 3.0226
O 3.0029 5.1407 1.7263
C 3.4806 6.1131 0.9553
O 3.3753 6.1015 -0.2608
O 3.9782 7.0921 1.7219
F 2.6596 4.9039 3.9191
H 4.6485 7.1047 3.7132
H 2.9192 7.2782 3.4893
H 4.4695 4.6732 3.1984
C 4.3060 7.9205 6.3858
C 3.9968 8.5445 7.7753
O 4.5483 7.5642 8.7009
C 5.1412 6.5852 8.0013
O 5.8153 5.7174 8.5224
O 4.9853 6.7308 6.6796
F 2.6609 8.7665 7.8978
H 4.8899 8.6463 5.8198
H 3.3406 7.8013 5.8940
H 4.5178 9.5011 7.8149
O -0.5471 10.0922 8.5070
P -1.2116 8.7670 8.5770
N -1.2178 7.9118 7.0113
C -1.9845 8.5160 5.8935
C -0.0483 7.0890 6.5380
N -2.8769 8.6693 9.0014
C -3.9067 7.6734 8.7553
C -3.4781 9.8598 9.7444
N -0.4982 7.6434 9.6572
C -0.9609 6.2741 9.8417
C 0.3705 8.0463 10.6454
H -1.8475 7.9925 4.9473
H -1.5139 9.4682 5.6490
H -3.0618 8.5762 6.0481
H 0.8983 7.6294 6.5421
H -0.1975 6.7657 5.5078
H 0.0680 6.2238 7.1906
H -3.5632 6.6391 8.7375
H -4.7202 7.7037 9.4800
H -4.4962 7.7589 7.8425
H -3.6141 10.6462 9.0020
H -4.4547 9.6635 10.1868
H -2.7763 10.1852 10.5123
H -1.7304 6.2610 10.6136
H -1.4366 5.8912 8.9388
H -0.1554 5.5876 10.1023
H 0.8864 8.9368 10.2861
H 1.0778 7.2204 10.7215
H -0.1130 8.2086 11.6087
O 3.3514 16.2720 3.0209
P 2.7391 15.0922 2.3793
N 3.4963 13.5419 2.6277
C 3.3779 12.3578 1.7773
C 4.1619 13.3016 3.9008
N 2.7244 15.2259 0.6812
C 1.6991 16.0185 0.0072
C 3.9487 15.0976 -0.0630
N 1.0657 14.8514 2.7541
C 0.4641 15.6434 3.8315
C 0.4658 13.5535 2.4317
H 4.2771 12.3354 1.1616
H 2.5655 12.5065 1.0660
H 3.2982 11.4327 2.3481
H 3.6000 12.5548 4.4618
H 4.2761 14.2091 4.4937
H 5.1611 12.9370 3.6625
H 1.4125 16.8551 0.6444
H 1.9175 16.2888 -1.0259
H 0.8793 15.3251 -0.1806
H 4.4726 16.0403 -0.2211
H 4.6136 14.4279 0.4824
H 3.8655 14.6323 -1.0452
H 0.7613 16.6894 3.7556
H -0.6248 15.6829 3.8055
H 0.9269 15.1810 4.7033
H 0.7692 13.1889 1.4503
H -0.6098 13.7296 2.4181
H 0.8804 12.8541 3.1577

Here are the Mulliken charges for atoms 1 to 2, given in e: Ti -0.06; N 0.94